# 1
An isolated molecule of C4H12N2S at a distorted geometry, computed with the ωB97M-V functional and the def2-TZVPD basis.

LUMO level	0.961	eV
DFT total energy	-18156.805	eV
orbital gap	10.0	eV
2S+1	1
SMILES	NCCNCCS

```
19
C4H12N2S | the OMol25 dataset | the ωB97M-V functional and the def2-TZVPD basis
N 0.420 3.181 1.424
C -0.201 1.840 1.612
C -1.227 1.515 0.572
N -0.567 1.008 -0.654
C -0.574 -0.430 -0.789
C 0.779 -1.115 -0.638
S 0.539 -2.989 -0.762
H 1.126 3.340 2.228
H 0.926 3.168 0.525
H 0.675 1.151 1.598
H -0.489 1.689 2.625
H -2.030 0.791 0.928
H -1.769 2.461 0.380
H -0.998 1.511 -1.446
H -1.161 -1.065 -0.065
H -0.821 -0.716 -1.831
H 1.147 -0.764 0.305
H 1.490 -0.817 -1.390
H 1.647 -3.115 -1.587
```

=====

# 2
A cluster of 2 separate species, C4H12N2S in total, computed with the ωB97M-V functional and the def2-TZVPD basis.

LUMO level	0.838	eV
DFT total energy	-18157.536	eV
orbital gap	9.2	eV
2S+1	1
SMILES	C/N=C\N.CSC

```
19
C4H12N2S | the OMol25 dataset | the ωB97M-V functional and the def2-TZVPD basis
C 1.844 -0.023 1.493
N 2.187 -0.579 0.190
C 2.077 -1.836 0.068
N 1.565 -2.722 0.977
H 2.234 0.990 1.525
H 2.322 -0.587 2.299
H 0.768 0.022 1.673
H 2.464 -2.322 -0.826
H 1.202 -2.407 1.857
H 1.482 -3.689 0.730
C -1.020 -0.005 -0.671
S -1.964 1.418 -0.107
C -2.241 2.241 -1.692
H -0.091 0.288 -1.154
H -1.604 -0.622 -1.357
H -0.796 -0.612 0.203
H -3.085 2.916 -1.564
H -1.367 2.802 -2.006
H -2.507 1.499 -2.442
```

=====

# 3
A cluster of 2 separate species, C4H12N2S2 in total, computed with the ωB97M-V functional and the def2-TZVPD basis.

expectation value of S²	0.753
LUMO level (alpha / beta)	2.970 / 0.842	eV
DFT total energy	-28992.941	eV
orbital gap (alpha / beta)	6.1 / 4.0	eV
total charge	-1
2S+1	2

```
20
C4H12N2S2 | the OMol25 dataset | the ωB97M-V functional and the def2-TZVPD basis
S 0.999 0.600 -3.923
S 1.227 1.742 1.095
C 1.567 0.406 -0.035
C 0.358 -0.369 -0.551
C -0.584 -0.811 0.587
N -1.737 0.092 0.736
C -2.042 0.418 2.141
N 0.723 -1.458 -1.428
H 1.581 1.540 -3.159
H 2.209 0.739 -0.860
H 2.312 -0.233 0.466
H -0.195 0.365 -1.139
H -1.005 -1.779 0.309
H -0.024 -0.858 1.517
H -1.524 0.988 0.309
H -2.979 0.968 2.178
H -2.185 -0.495 2.730
H -1.226 1.046 2.518
H 1.602 -1.880 -1.147
H 0.922 -1.020 -2.343
```

=====

# 4
An isolated molecule of C4H12N2S2 at a distorted geometry, computed with the ωB97M-V functional and the def2-TZVPD basis.

LUMO level	0.844	eV
DFT total energy	-28993.270	eV
orbital gap	9.6	eV
2S+1	1
SMILES	NCCSSCCN

```
20
C4H12N2S2 | the OMol25 dataset | the ωB97M-V functional and the def2-TZVPD basis
N 2.836 -1.969 1.604
C 2.237 -0.649 1.636
C 1.772 -0.202 0.258
S 0.453 -1.170 -0.483
S -1.153 -0.802 0.695
C -1.940 0.655 -0.052
C -2.225 0.523 -1.533
N -2.412 1.829 -2.138
H 2.490 -2.649 2.255
H 3.838 -1.992 1.545
H 1.447 -0.613 2.386
H 2.995 0.092 1.903
H 1.504 0.855 0.297
H 2.625 -0.289 -0.409
H -1.346 1.552 0.157
H -2.896 0.754 0.472
H -3.096 -0.131 -1.691
H -1.431 0.029 -2.108
H -2.607 1.768 -3.126
H -3.092 2.410 -1.668
```

=====

# 5
An isolated molecule of C4H12N2S2 at a distorted geometry, computed with the ωB97M-V functional and the def2-TZVPD basis.

LUMO level	0.793	eV
DFT total energy	-28992.901	eV
orbital gap	9.3	eV
2S+1	1
SMILES	NCCSSCCN

```
20
C4H12N2S2 | the OMol25 dataset | the ωB97M-V functional and the def2-TZVPD basis
N 1.314 0.239 2.383
C 1.082 -1.231 2.219
C -0.353 -1.782 2.164
S -1.245 -1.531 0.597
S -1.227 0.459 0.238
C -0.128 0.694 -1.220
C -0.978 1.212 -2.400
N -0.130 1.270 -3.568
H 0.613 0.745 1.853
H 1.212 0.363 3.382
H 1.571 -1.463 1.267
H 1.613 -1.721 3.033
H -0.243 -2.868 2.134
H -0.979 -1.477 3.001
H 0.320 -0.187 -1.683
H 0.647 1.361 -0.861
H -1.529 2.112 -2.087
H -1.680 0.391 -2.592
H -0.546 1.536 -4.459
H 0.668 1.878 -3.400
```

=====

# 6
An isolated molecule of C4H12N2Si at a distorted geometry, computed with the ωB97M-V functional and the def2-TZVPD basis.

LUMO level	1.014	eV
DFT total energy	-15199.990	eV
orbital gap	9.6	eV
2S+1	1
SMILES	C=C[Si@H](N)NCC

```
19
C4H12N2Si | the OMol25 dataset | the ωB97M-V functional and the def2-TZVPD basis
C -1.209 1.849 0.456
C -1.429 1.078 -0.613
Si -0.923 -0.657 -0.793
N -2.275 -1.423 -0.089
N 0.405 -0.996 0.396
C 1.492 -0.082 0.781
C 2.499 0.106 -0.266
H -1.412 2.968 0.732
H -0.646 1.349 1.251
H -1.963 1.532 -1.461
H -0.635 -1.286 -2.089
H -3.004 -1.950 -0.632
H -2.700 -1.201 0.814
H 0.584 -1.980 0.401
H 1.910 -0.499 1.663
H 1.064 0.942 1.107
H 1.935 0.095 -1.131
H 3.073 0.918 -0.165
H 3.235 -0.763 -0.361
```